{"formula": "C4H9NO3", "method": "wB97M-V/def2-TZVPD", "species": ["O", "O", "O", "N", "C", "C", "C", "C", "H", "H", "H", "H", "H", "H", "H", "H", "H"], "positions_angstrom": [[-0.2024, -2.1542, 0.4043], [-0.2950, 2.8380, -1.0313], [1.0609, -2.0340, 2.2560], [2.0664, -2.0553, 0.2136], [-0.4788, 0.5546, -1.4714], [0.9912, -2.0755, 1.0634], [-1.3169, 1.4742, 0.7101], [-0.7571, 1.5908, -0.6872], [-0.9510, -0.3973, -1.3356], [2.9461, -1.8126, 0.6342], [-2.2603, 2.0174, 0.8096], [0.1619, 0.7072, -2.3351], [-0.5687, 1.9166, 1.3689], [-0.1037, -2.7770, -0.3261], [-0.7761, 3.4961, -0.5200], [-1.4464, 0.4295, 0.9699], [1.9298, -1.7186, -0.7233]], "atomic_forces_ev_per_a": [[-0.104, -0.413, 0.203], [-0.099, -0.071, -0.003], [-0.074, 0.135, 0.174], [0.086, -0.088, -0.091], [0.070, 0.515, -0.560], [0.155, 0.136, -0.152], [-0.117, 0.235, -0.764], [0.436, -0.327, 0.502], [0.211, -0.284, 0.412], [0.032, -0.051, 0.094], [0.018, -0.029, 0.148], [-0.363, 0.023, -0.138], [-0.108, -0.018, 0.187], [-0.075, 0.166, -0.148], [0.127, 0.020, 0.078], [-0.131, -0.040, 0.080], [-0.065, 0.091, -0.020]], "max_force_ev_per_a": 0.81}

***

{"formula": "C5H7NO2", "method": "wB97M-V/def2-TZVPD", "species": ["O", "O", "N", "C", "C", "C", "C", "C", "H", "H", "H", "H", "H", "H", "H"], "positions_angstrom": [[-1.7280, 0.3761, 0.5561], [-1.7281, -1.9118, 0.4443], [1.1898, -1.3866, -0.5979], [-0.6785, 1.2412, 0.3699], [0.2241, -0.4792, -0.0926], [-1.2358, -0.8424, 0.3495], [-0.1136, 0.7472, -1.0227], [0.6085, 0.5506, 1.1715], [0.9198, 1.1589, -1.2320], [1.5133, 1.1565, 1.1213], [1.1953, -2.3007, -0.3380], [0.2644, 0.2467, 2.1312], [1.1895, -1.4035, -1.5826], [-0.6665, 0.5853, -1.9754], [-0.9543, 2.2616, 0.6975]], "atomic_forces_ev_per_a": [[-3.076, -0.744, 1.503], [-1.097, -0.443, 0.266], [0.057, 2.495, -0.344], [2.860, 1.905, -0.007], [0.680, 0.368, 0.644], [3.186, -0.187, -0.979], [2.424, 0.199, 1.388], [-3.303, 0.218, -3.761], [-1.310, 0.050, 0.005], [-0.048, -0.455, -0.184], [-0.392, -2.990, 1.637], [0.193, -0.358, 0.850], [0.005, 0.279, -1.308], [-0.123, 0.224, 1.061], [-0.057, -0.561, -0.771]], "max_force_ev_per_a": 5.01}

***

{"formula": "C5H9NO", "method": "wB97M-V/def2-TZVPD", "species": ["O", "N", "C", "C", "C", "C", "C", "H", "H", "H", "H", "H", "H", "H", "H", "H"], "positions_angstrom": [[-0.7278, -2.8005, 0.4517], [-1.1887, -1.4829, 0.4703], [1.0849, 0.6748, -0.7918], [1.0101, -0.8770, -0.7148], [-0.3565, -0.7152, -0.0965], [-0.6387, 1.6342, 0.9580], [-0.3836, 0.7877, -0.2801], [-1.6590, 1.4872, 1.3261], [-1.0734, 1.0734, -1.0845], [1.8080, 1.1058, -0.0921], [0.0522, 1.3602, 1.7638], [0.9943, -1.3867, -1.6838], [1.2697, 1.0910, -1.7855], [-1.4376, -3.2765, 0.9003], [1.7466, -1.3741, -0.0777], [-0.5005, 2.6986, 0.7365]], "atomic_forces_ev_per_a": [[-0.087, -0.331, 0.103], [0.253, 0.580, -0.254], [0.144, 0.127, -0.050], [0.061, -0.087, -0.078], [-0.257, -0.228, 0.231], [-0.023, 0.011, 0.042], [-0.104, 0.060, 0.000], [0.143, 0.025, -0.054], [0.099, -0.045, 0.106], [-0.126, -0.070, -0.091], [-0.092, 0.024, -0.122], [-0.016, 0.068, 0.138], [-0.030, -0.078, 0.154], [0.151, 0.046, -0.077], [-0.096, 0.052, -0.073], [-0.019, -0.153, 0.023]], "max_force_ev_per_a": 0.68}

***

The following relative energy (zero: lowest compared OMol25 entry of this formula, charge and spin) values (in eV) correspond, in order, to the records above: 1.1710 2.0681 2.8785.